(1)
ORCA calculation (wB97M-V/def2-TZVPD) on a single C4H9N3O2 molecule.

```
! RIJCOSX wB97M-V def2-TZVPD def2/J DEFGRID3
* xyz 0 1
H 0.08 -2.56 1.81
N 0.24 -1.72 1.27
C -0.68 -0.88 1.48
C -0.75 0.51 0.89
N 0.00 0.85 -0.30
C -0.45 0.30 -1.58
N -0.27 -1.10 -1.84
C 1.40 0.94 -0.17
O 2.20 0.09 -0.45
O 1.82 2.21 0.22
H -1.50 -1.10 2.17
H -1.81 0.71 0.69
H -0.48 1.19 1.69
H 0.06 0.88 -2.35
H -1.51 0.53 -1.67
H -1.00 -1.66 -1.44
H 0.64 -1.43 -1.56
H 2.03 2.21 1.15
*
```

Calculated values
**Kohn-Sham gap**: 9.47 eV
**E_tot**: -472.532093 Ha
**Structure (SMILES)**: [H]/N=C/CN(CN)C(=O)O
**E_HOMO**: -0.32730 hartree
**Energy above the lowest of the compared OMol25 structures with the same formula, charge and spin**: 161.6 kJ/mol
**Strongest force on any atom**: 0.9 eV/A

---

(2)
ORCA calculation (wB97M-V/def2-TZVPD) on a molecular structure, C4H9N3O2.

```
! RIJCOSX wB97M-V def2-TZVPD def2/J DEFGRID3
* xyz 0 1
C -0.26 -1.24 0.99
N -0.45 -0.04 0.17
C -0.09 -0.25 -1.65
C 0.16 -1.49 -2.07
O -0.87 0.65 -2.27
H -0.33 1.42 -2.49
H -1.34 0.40 0.38
H -0.92 -2.02 0.61
H -0.48 -1.03 2.04
H 0.77 -1.58 0.89
H -0.19 -1.77 -3.05
H 0.75 -2.18 -1.50
N 0.03 1.67 2.22
N 0.92 1.79 1.07
C 0.65 0.94 0.17
O 1.23 0.76 -0.98
H 0.61 1.34 2.99
H -0.19 2.63 2.47
*
```

Calculated values
**Kohn-Sham gap**: 9.04 eV
**E_tot**: -472.419718 Ha
**E_HOMO**: -0.30417 hartree
**Energy above the lowest of the compared OMol25 structures with the same formula, charge and spin**: 456.6 kJ/mol
**Strongest force on any atom**: 0.5 eV/A

---

(3)
ORCA calculation (wB97M-V/def2-TZVPD) on a single C4H9N3O2 molecule in a non-equilibrium geometry.

```
! RIJCOSX wB97M-V def2-TZVPD def2/J DEFGRID3
* xyz 0 1
H -3.09 0.38 1.09
N -2.58 1.08 0.56
C -1.45 0.63 0.16
N -0.59 1.53 -0.53
C -1.00 -0.76 0.22
O -1.97 -1.74 0.09
C 0.31 -1.16 0.31
O 0.85 -2.10 -0.40
C 1.37 -0.15 0.78
N 2.29 -0.02 -0.41
H -0.96 2.47 -0.45
H -0.49 1.26 -1.50
H -2.67 -1.43 -0.51
H 1.00 0.82 1.08
H 1.94 -0.65 1.56
H 1.97 -1.14 -0.90
H 1.84 0.68 -1.01
H 3.23 0.29 -0.16
*
```

Calculated values
**Kohn-Sham gap**: 7.36 eV
**E_tot**: -472.476503 Ha
**Structure (SMILES)**: [H]/N=C(N)\C(O)=C(\[O-])C[NH3+]
**E_HOMO**: -0.25799 hartree
**Energy above the lowest of the compared OMol25 structures with the same formula, charge and spin**: 307.5 kJ/mol
**Strongest force on any atom**: 3.2 eV/A

---

(4)
ORCA calculation (wB97M-V/def2-TZVPD) on a gas-phase ion, C4H9N3OP (charge +1) in a non-equilibrium geometry.

```
! RIJCOSX wB97M-V def2-TZVPD def2/J DEFGRID3
* xyz 1 3
C 1.43 1.51 -0.15
C -2.19 -0.39 0.09
C -0.94 -0.06 -0.27
C 2.74 -0.56 0.31
N 2.33 0.60 0.00
N -3.08 0.44 0.74
N 3.28 -1.39 -0.48
O -2.68 -1.62 -0.23
P -0.39 1.51 0.32
H 1.66 2.57 -0.26
H -0.13 -0.59 -0.82
H 2.66 -0.80 1.32
H -3.43 1.32 0.36
H -3.87 0.00 1.30
H 3.85 -2.23 -0.15
H 3.38 -1.03 -1.39
H -3.61 -1.71 -0.09
H -1.02 2.42 -0.60
*
```

Calculated values
**⟨S²⟩**: 2.0115
**Kohn-Sham gap (alpha / beta)**: 6.78 / 5.98 eV
**E_tot**: -738.263746 Ha
**E_HOMO (alpha / beta)**: -0.34981 / -0.47043 hartree
**Strongest force on any atom**: 4.8 eV/A